1) {"formula": "CH3N3", "method": "ωB97M-V/def2-TZVPD", "orbital_gap_ev": [7.2, 8.2], "species": ["C", "N", "N", "N", "H", "H", "H"], "coordinates": [[0.6240, 0.5042, -0.4841], [-0.9673, -0.4395, 0.5740], [-0.0745, 1.1158, -1.2112], [-0.3677, -1.4210, 0.8608], [1.2457, 0.3567, 0.3558], [0.1943, 1.9612, -1.8095], [-0.6545, -2.0775, 1.7142]]}

---

2) {"formula": "CH3N3", "method": "ωB97M-V/def2-TZVPD", "smiles": "[H]/N=C/N=N/[H]", "orbital_gap_ev": 9.6, "species": ["H", "N", "C", "N", "N", "H", "H"], "coordinates": [[1.3394, -1.5594, -0.4888], [0.8336, -0.6773, -0.4506], [-0.2327, -0.6668, 0.2121], [-0.8536, 0.5766, 0.1356], [0.0404, 1.4261, 0.0091], [-0.3734, 2.3580, -0.1686], [-0.7537, -1.4572, 0.7513]]}

---

Name the most stable of them. 2).

---

1) {"formula": "CH2ClO2P", "method": "ωB97M-V/def2-TZVPD", "orbital_gap_ev": 9.4, "species": ["C", "O", "O", "P", "Cl", "H", "H"], "coordinates": [[2.8367, -0.7637, 0.0807], [1.7056, -0.0502, 0.0671], [0.0388, -2.0304, -0.0419], [0.1436, -0.6031, -0.0431], [4.2063, 0.2401, -0.0087], [-0.1188, -0.0525, -1.2612], [-0.4852, 0.1682, 0.9557]]}

---

2) {"formula": "CH2ClO2P", "method": "ωB97M-V/def2-TZVPD", "smiles": "O=PCl.C=O", "orbital_gap_ev": 9.3, "species": ["O", "P", "Cl", "C", "O", "H", "H"], "coordinates": [[3.3020, -1.7040, -0.4330], [4.0810, -0.7915, 0.4208], [4.0075, 1.1238, -0.2876], [0.5340, 1.3100, -0.6271], [0.5538, 0.3344, 0.1204], [0.1479, 2.3568, -0.2478], [0.9254, 1.2248, -1.7396]]}

---

Name the most stable of them. 2).

---

1) {"formula": "H39O19", "method": "ωB97M-V/def2-TZVPD", "charge": 1, "orbital_gap_ev": 9.8, "species": ["O", "H", "H", "O", "H", "H", "O", "H", "H", "O", "H", "H", "O", "H", "H", "O", "H", "H", "O", "H", "H", "O", "H", "O", "H", "H", "O", "H", "H", "O", "H", "H", "O", "H", "H", "O", "H", "H", "O", "H", "H", "O", "H", "H", "O", "H", "H", "O", "H", "H", "O", "H", "H", "O", "H", "H", "H", "H"], "coordinates": [[2.9344, -2.8433, -1.1477], [-1.8486, -0.8795, -2.3524], [2.7229, -3.6373, -1.6399], [0.0950, -0.8813, 3.3552], [-0.2149, -0.1231, 2.6889], [2.6876, 3.8440, -0.5195], [-3.7615, 0.3785, -0.0179], [2.1769, -1.5521, 0.8586], [-2.8836, -1.8793, -2.7688], [-1.3321, -0.6636, 0.7726], [-1.6378, 0.0568, 1.3464], [-3.9592, -0.1865, -0.8441], [-0.1365, 1.8768, -0.2363], [-0.0866, 2.6884, 0.3196], [0.1433, 1.1254, 0.1391], [-3.1146, -2.7960, 1.2618], [1.0895, -4.3514, -0.0893], [-2.2939, -2.6895, 0.6211], [-1.8448, -2.3265, 3.4452], [1.3039, 2.6751, -3.6997], [-0.7876, -1.7591, 2.9658], [-2.7152, -1.2332, -2.1000], [-2.2714, -1.7418, 4.0543], [2.8321, 1.5930, 2.2930], [3.6783, 1.5734, 2.8361], [2.9541, 1.0979, 1.4833], [-2.4099, 2.5145, 1.4499], [0.3312, -0.1977, 4.1837], [-1.1626, -0.3496, -0.1825], [1.9989, 2.5604, -3.0211], [-2.7398, 0.2184, 0.0369], [1.5773, 2.7333, -2.1738], [1.8332, -0.7031, 0.4484], [1.1772, -0.6749, 1.1911], [-2.4911, 2.3060, 0.4892], [3.3400, -0.2108, -1.2765], [-3.0761, 3.2718, 1.6381], [-3.7626, -2.1562, 0.7725], [2.4895, 4.5692, -0.0879], [2.3234, 4.4408, 0.8275], [2.5060, -0.6390, -1.6651], [0.0531, 1.6462, 2.3307], [-0.6154, 2.1227, 2.7318], [-2.3647, -2.6241, 2.5146], [1.7508, -1.4828, -3.5441], [-0.5281, 1.0981, -2.0379], [2.6592, -1.8549, -3.5715], [-0.4141, 0.1547, -1.8806], [2.0233, -2.3585, -1.1602], [0.4844, -0.0876, -1.9688], [1.2821, -3.8453, 0.6869], [1.9445, -4.2248, 1.1930], [0.6581, 2.1638, 1.9275], [-2.6827, 1.8023, -2.8827], [-2.6466, 2.6865, -2.9186], [-3.2962, 1.3115, -2.4373], [3.7914, -1.0460, -1.0400], [2.2367, -0.5108, -3.5992]]}

---

2) {"formula": "H39O19", "method": "ωB97M-V/def2-TZVPD", "charge": 1, "orbital_gap_ev": 11.0, "species": ["O", "H", "H", "O", "H", "H", "O", "H", "H", "O", "H", "H", "O", "H", "H", "O", "H", "H", "O", "H", "H", "O", "H", "O", "H", "H", "O", "H", "H", "O", "H", "H", "O", "H", "H", "O", "H", "H", "O", "H", "H", "O", "H", "H", "O", "H", "H", "O", "H", "H", "O", "H", "H", "O", "H", "H", "H", "H"], "coordinates": [[-0.7874, 2.9812, -1.9606], [-1.2812, -4.2527, 0.8098], [-1.6504, 3.0969, -1.5493], [-2.0087, 0.8456, 3.6280], [-2.2417, 1.0054, 2.7274], [-2.2373, 1.6266, 4.1273], [-2.5175, -1.2831, 0.3265], [-2.5192, -1.7194, 1.1889], [-2.5337, -0.3628, 0.6148], [0.2149, 0.5209, 1.5781], [-0.2919, 0.6905, 2.3805], [3.9136, 1.4940, -0.2632], [-0.2470, -2.0456, -3.9910], [-0.6039, -1.3295, -3.4627], [-0.5246, -2.9040, -3.6612], [-3.9033, 1.7770, -0.4769], [-4.5759, 1.1089, -0.3691], [-4.0500, 2.5793, 0.0318], [0.8566, -3.0959, -1.8980], [1.0664, -4.0302, -2.0214], [1.2380, -2.6948, -2.6967], [-0.5171, -3.7816, 1.1698], [-0.8905, -3.1705, 1.8148], [3.4536, -0.2283, -2.2924], [2.5801, 0.0596, -2.5765], [3.9019, -0.5403, -3.0880], [-1.7841, -3.7172, -1.3340], [-1.4985, -3.0650, -0.6907], [0.5223, 1.6073, -2.2526], [0.6659, -1.2655, -0.2822], [1.6256, -1.0375, -0.3176], [0.6610, -2.2318, -0.6869], [3.1182, 0.9703, -0.1542], [2.3877, 1.4084, -0.6135], [0.6436, -1.4518, 0.6900], [3.3118, 1.8887, 3.3143], [-2.6811, -3.5417, -1.6130], [-0.9946, 2.7571, -2.8773], [0.7795, 4.0374, 1.3881], [1.4435, 4.6574, 1.0750], [0.6542, 1.2710, 1.1813], [-1.6483, 3.1051, 1.6387], [-2.0061, 2.6088, 0.8842], [-0.7437, 3.1201, 1.2466], [-2.5815, 1.0751, -3.1800], [3.0991, -0.5871, 0.7922], [-2.3588, 0.3728, -2.5698], [3.0095, -1.5163, 1.0747], [-3.3833, 1.5401, -2.9288], [3.6953, -1.6644, 1.7326], [0.8141, 0.9147, -1.6360], [0.0195, 1.0233, -1.0893], [2.7001, 1.4007, 2.7364], [0.4082, -2.0057, 2.9847], [1.1915, -2.4133, 2.5979], [0.7008, -1.5585, 3.7844], [4.0797, 1.4121, 2.9582], [0.3052, 4.5382, 2.0560]]}

---

Name the most stable of them. 2).

---

1) {"formula": "C3H4INO", "method": "ωB97M-V/def2-TZVPD", "orbital_gap_ev": [7.8, 7.5], "species": ["C", "C", "C", "N", "O", "I", "H", "H", "H", "H"], "coordinates": [[2.7036, 0.3932, -0.0192], [0.0933, 0.9126, 0.1133], [0.5058, -0.6106, -0.2637], [0.7630, 1.8917, -0.3413], [1.9647, -0.6769, 0.0679], [4.7322, 0.0165, 0.0214], [-0.9240, 1.1264, -0.3601], [0.0587, 0.8401, 1.2537], [0.0631, -1.4414, 0.2265], [0.4156, -0.6003, -1.3277]]}

---

2) {"formula": "C3H4INO", "method": "ωB97M-V/def2-TZVPD", "orbital_gap_ev": 7.9, "species": ["C", "C", "C", "N", "O", "I", "H", "H", "H", "H"], "coordinates": [[0.9370, -0.6594, 0.2471], [-0.7264, -1.4600, -1.2526], [-0.2636, 2.0258, 1.0306], [0.2200, -1.1514, -0.5741], [-0.9230, 1.0402, 1.2401], [2.8525, -1.3454, 0.7150], [-1.4771, -2.1348, -0.8048], [-0.8491, -1.2986, -2.2587], [0.6139, 2.3601, 1.6272], [-0.3842, 2.6235, 0.0302]]}

---

Name the most stable of them. 2).

---

1) {"formula": "CH8O4", "method": "ωB97M-V/def2-TZVPD", "smiles": "C=O.O.O.O", "orbital_gap_ev": 10.6, "species": ["C", "O", "H", "H", "O", "H", "H", "O", "H", "H", "O", "H", "H"], "coordinates": [[0.3071, 0.7507, -1.7404], [-0.4662, 1.7230, -1.5679], [0.8740, 0.6465, -2.6420], [0.7239, 0.2042, -0.7798], [-0.1866, -0.5279, 1.6837], [0.0311, -1.2955, 2.2026], [0.4301, 0.1055, 2.1788], [1.3208, 2.4989, 1.1219], [0.8587, 2.4124, 0.2810], [2.1522, 2.9969, 0.8869], [-1.6062, -3.1619, -0.3586], [-2.0407, -2.5049, -0.8728], [-2.3981, -3.8478, -0.3937]]}

---

2) {"formula": "CH8O4", "method": "ωB97M-V/def2-TZVPD", "smiles": "C=O.O.O.O", "orbital_gap_ev": 11.2, "species": ["C", "O", "H", "H", "O", "H", "H", "O", "H", "H", "O", "H", "H"], "coordinates": [[-0.9060, 1.5854, 0.1546], [-1.9895, 1.1295, -0.0595], [-0.5068, 2.4837, -0.3380], [-0.1202, 1.0513, 0.7335], [1.0303, -1.3284, -0.0699], [1.2878, -1.8479, 0.7125], [0.0679, -1.2936, 0.1021], [-1.6285, -1.4516, 0.8329], [-2.0148, -0.5591, 0.8234], [-2.2532, -2.0315, 0.3845], [2.4837, 1.1332, -1.1518], [2.7623, 0.3161, -1.5520], [1.7868, 0.8128, -0.5724]]}

---

Name the most stable of them. 2).

---

1) {"formula": "C4H5O2", "method": "ωB97M-V/def2-TZVPD", "charge": 1, "orbital_gap_ev": 10.6, "species": ["C", "C", "C", "C", "O", "O", "H", "H", "H", "H", "H"], "coordinates": [[1.2394, -0.8697, 1.6652], [-1.3770, 0.4045, -1.8414], [1.1162, 0.0461, 0.7011], [-0.2416, 0.4522, 0.4645], [-1.3116, 0.8015, 0.7215], [-0.3674, -0.0646, -1.4765], [2.2869, -1.2262, 1.6632], [0.3863, -1.1824, 2.2234], [-1.6258, 0.2788, -2.9881], [-2.0733, 1.0000, -1.1484], [1.9680, 0.3598, 0.0156]]}

---

2) {"formula": "C4H5O2", "method": "ωB97M-V/def2-TZVPD", "charge": 1, "orbital_gap_ev": 10.7, "species": ["C", "C", "C", "C", "O", "O", "H", "H", "H", "H", "H"], "coordinates": [[-1.8704, -1.3656, -0.1350], [2.7688, -0.0898, -0.0583], [-0.6669, -0.9179, -0.5704], [0.5538, -1.2170, 0.0868], [1.2605, -2.0157, 0.4884], [1.5861, 0.3015, 0.1182], [-2.6736, -0.9536, -0.7789], [-1.9434, -2.0883, 0.7378], [3.4206, 0.5014, -0.5875], [2.9217, -1.1621, 0.1710], [-0.5021, -0.1258, -1.2123]]}

---

Name the most stable of them. 1).